Entry 1:
{
  "formula": "C27H25N3O5",
  "method": "ωB97M-V/def2-TZVPD",
  "species": ["C", "C", "C", "C", "H", "O", "H", "C", "H", "H", "H", "H", "H", "H", "H", "C", "H", "O", "C", "C", "C", "C", "O", "C", "H", "C", "C", "O", "H", "H", "C", "H", "H", "H", "C", "C", "H", "H", "H", "H", "H", "C", "H", "C", "O", "C", "C", "H", "C", "N", "C", "C", "C", "N", "H", "C", "C", "C", "H", "N"],
  "coordinates": [[-2.530758, 3.354878, 1.770231], [0.235874, -1.039933, -0.803813], [-3.362493, -0.421126, 0.696949], [-1.432259, -3.640393, 0.244029], [2.205276, -2.682467, -1.549459], [0.796543, -2.990942, 2.254754], [-3.553280, 0.348113, 1.433473], [-2.516447, -1.483567, 0.971786], [-3.755369, 2.285087, -1.701127], [4.954239, 0.096922, 2.300176], [-4.307729, -1.020275, -2.325902], [3.622773, -1.920988, 1.756933], [1.035804, -0.618418, 2.860338], [-4.535139, 4.022601, 2.116377], [-1.687250, 0.795019, -1.759668], [-2.966004, -2.287843, -1.220425], [0.717957, 2.207605, -0.511045], [1.196282, 1.419990, 1.544322], [-2.314877, -2.454156, -0.003057], [-3.850917, 3.562547, 1.418364], [3.928478, 0.845226, -0.848762], [0.848510, 0.358993, 1.091497], [5.204889, 2.177824, 0.444994], [-0.069391, -3.510362, -0.446928], [-2.175492, 3.656103, 2.745332], [-2.079388, 2.359591, -0.375022], [0.724982, -2.256866, -0.035569], [4.173641, 1.958080, -1.603339], [0.519868, -4.395074, -0.203365], [2.594542, -3.337598, 0.054915], [4.465869, -0.004531, 1.346337], [0.795926, 1.184006, -1.961668], [2.737305, -0.372088, -2.141138], [-2.040204, -1.568334, 1.937948], [0.761955, -2.084037, 1.462457], [2.214632, -2.465319, -0.480020], [-1.917762, -4.537180, -0.147873], [5.898367, 3.043065, -1.291268], [-0.209419, -3.466481, -1.528490], [-2.840991, -3.008836, -2.013371], [4.393180, 3.751240, -0.610709], [-4.287302, 3.178618, 0.160675], [-0.626200, 2.621884, 1.190198], [-1.200047, 1.710129, -1.414129], [-0.157906, -1.123234, -1.941681], [0.243867, 1.380670, -1.038994], [3.200958, -0.270609, -1.173388], [-5.315181, 3.338548, -0.128636], [4.550088, 0.981538, 0.395081], [0.842173, -0.777819, 1.876741], [4.946385, 2.814681, -0.787729], [3.079592, -1.270176, -0.200882], [-1.648707, 2.760300, 0.880227], [-3.987047, -0.272633, -0.457458], [-1.283135, -3.777124, 1.315681], [-3.408891, 2.586348, -0.724228], [-3.782087, -1.183544, -1.393840], [3.713836, -1.131827, 1.025240], [-1.151900, 2.383791, -2.275323], [0.389795, 0.190376, -0.196766]],
  "forces_ev_per_angstrom": [[-0.04, 0.04, 0.14], [0.00, 0.00, 0.32], [0.09, 0.02, 0.21], [0.12, -0.06, -0.10], [-0.06, -0.07, 0.02], [0.10, -0.34, 0.14], [0.04, 0.09, 0.13], [-0.01, -0.11, -0.13], [-0.05, -0.07, -0.09], [0.07, 0.02, 0.15], [-0.02, -0.08, -0.13], [-0.02, -0.12, 0.08], [0.03, -0.02, -0.21], [-0.05, 0.04, 0.05], [0.03, 0.06, -0.07], [-0.04, 0.11, 0.18], [0.01, -0.11, -0.08], [0.06, 0.17, 0.18], [-0.26, -0.04, 0.05], [-0.02, 0.03, 0.13], [0.16, -0.07, 0.55], [0.08, -0.18, 0.10], [0.03, -0.32, 0.34], [-0.09, 0.08, 0.24], [0.02, 0.03, 0.08], [-0.02, 0.10, -0.11], [-0.06, -0.66, -0.29], [-0.21, -0.40, -0.15], [0.06, 0.04, -0.04], [-0.08, -0.02, -0.04], [0.14, 0.38, -0.11], [-0.01, 0.05, 0.12], [-0.11, -0.01, -0.17], [0.01, -0.01, 0.13], [-0.12, 0.56, -0.25], [0.04, 0.12, 0.08], [-0.01, 0.00, 0.07], [-0.21, -0.13, 0.12], [0.11, -0.02, 0.04], [0.02, -0.07, -0.12], [0.07, -0.27, 0.00], [-0.05, 0.02, -0.11], [0.13, -0.03, -0.02], [0.12, -0.08, 0.05], [0.15, -0.01, -0.23], [-0.12, 0.24, -0.28], [0.27, 0.28, -0.02], [-0.10, 0.00, -0.03], [-0.34, -0.26, -0.44], [-0.13, -0.08, 0.61], [0.38, 1.18, -0.32], [0.34, -0.15, 0.00], [0.06, -0.02, -0.03], [-0.37, 0.26, -0.06], [-0.05, -0.06, -0.07], [0.07, 0.16, 0.07], [0.09, -0.33, -0.21], [0.02, -0.11, -0.20], [0.01, -0.07, -0.04], [-0.27, 0.32, -0.23]],
  "fmax_ev_per_a": 1.28,
  "smiles": "O=C1NC(=O)[C@](CCc2ccncc2)(Cc2ccc3c(c2)OCO3)C(=O)N1CCc1ccccc1",
  "de_lowest_ev": 0.0000,
  "multiplicity": 1,
  "total_charge": 0,
  "energy_ha": -1584.42982,
  "homo_energy_ha": -0.3065
}



Entry 2:
{
  "formula": "C27H25N3O5S",
  "method": "ωB97M-V/def2-TZVPD",
  "species": ["H", "C", "H", "H", "H", "C", "C", "C", "S", "H", "C", "H", "C", "C", "C", "H", "H", "C", "O", "C", "N", "C", "C", "O", "H", "H", "H", "C", "H", "C", "O", "C", "C", "C", "C", "H", "H", "C", "H", "O", "H", "H", "C", "H", "H", "H", "N", "C", "C", "H", "H", "O", "N", "H", "C", "C", "H", "C", "H", "C", "C"],
  "coordinates": [[1.475940, -1.481442, 3.041256], [-3.312461, -3.144180, -1.750401], [4.702003, -5.067422, 1.894414], [0.856918, 1.413859, -0.729253], [-4.136661, 3.304217, -3.112058], [-1.854218, -1.895504, -3.259164], [1.419665, 1.597549, 4.410751], [-3.227276, 2.713888, -3.281005], [0.077493, -3.437639, 1.330711], [1.676514, 4.602081, -1.364305], [-0.875941, -1.866261, -2.280512], [5.433481, -3.155394, 3.322666], [0.425093, 1.507869, 3.443677], [-1.835453, 4.759192, -3.256522], [-0.289852, 1.052137, 1.077170], [-1.709121, -1.481451, -4.260010], [-3.280731, 1.780913, -2.720972], [1.782324, -3.317951, 1.948704], [-5.309505, -2.852227, -3.502735], [2.693317, -4.330737, 1.658577], [-0.337807, 4.198903, -1.739278], [3.099987, 1.272188, 2.710236], [2.769208, 1.433730, 4.058357], [-0.112049, -4.816579, 0.923725], [0.096098, -1.414065, -2.494953], [0.920716, 3.471100, -0.206363], [-4.262437, -3.653563, -1.603473], [4.000851, -4.271815, 2.147529], [2.370145, -5.176696, 1.059570], [2.106397, 1.209666, 1.737713], [-2.284167, 1.222002, -1.064724], [-3.103411, -2.493219, -2.984572], [-2.330447, -3.137108, -0.782538], [-0.098633, 1.483893, -0.192804], [-1.131570, 3.100511, -1.909637], [-2.456743, 5.243899, -3.988242], [3.556969, 1.518078, 4.806360], [0.758474, 4.370517, -0.808360], [0.541385, 5.209079, -0.132654], [-4.112653, -1.721393, -4.939080], [2.382203, 1.071688, 0.687630], [-1.247240, 0.650775, 1.384915], [-0.061579, -2.347382, -0.000400], [-2.529257, -3.681340, 0.138977], [-3.120968, 2.518988, -4.355427], [-0.625449, 1.637693, 3.710609], [-2.082582, 3.471277, -2.813608], [4.407249, -3.208461, 2.954778], [-1.227305, 1.888536, -1.055310], [3.793792, -1.378858, 3.918572], [4.148660, 1.197392, 2.414826], [-0.654391, -2.910623, 2.463472], [-4.219892, -2.349915, -3.865334], [-0.260496, 6.161642, -2.603845], [0.741380, 1.230280, 2.086885], [3.487878, -2.205827, 3.274899], [0.855635, -1.792411, -0.216058], [-1.083307, -2.451870, -0.978361], [1.165801, 1.798424, 5.451564], [2.184898, -2.262963, 2.775433], [-0.756872, 5.212331, -2.582019]],
  "forces_ev_per_angstrom": [[0.04, -0.19, -0.07], [0.43, 0.12, -0.03], [-0.17, 0.19, 0.09], [0.03, 0.88, 0.76], [0.28, -0.16, 0.02], [-0.22, 0.05, 0.17], [0.51, 0.02, -0.07], [-0.65, -0.60, -0.45], [0.57, 0.63, 0.30], [-0.26, -0.11, 0.12], [-0.45, 0.04, -0.21], [-0.31, -0.05, -0.06], [-0.26, -0.52, -0.74], [0.02, -0.71, 0.48], [0.05, 0.46, -0.58], [0.09, -0.01, 0.40], [-0.10, 0.21, -0.27], [0.52, 0.09, -0.28], [1.34, 0.67, -0.65], [0.07, 0.02, -0.05], [-0.62, -0.61, -0.58], [0.04, 0.12, 0.01], [-0.50, 0.36, -0.35], [-0.19, 0.25, 0.20], [-0.26, -0.17, 0.02], [-0.16, 0.33, -0.26], [0.28, 0.18, 0.12], [-0.06, 0.05, 0.07], [0.01, 0.14, 0.01], [-0.15, -0.32, 0.05], [1.76, 2.05, 0.03], [0.15, 0.19, 0.34], [-0.25, -0.17, -0.28], [-0.16, -0.18, -1.09], [-0.86, 2.05, -0.56], [-0.03, -0.09, -0.02], [-0.25, -0.14, -0.14], [0.85, 0.31, 0.56], [-0.03, -0.25, -0.23], [0.22, -0.56, 1.14], [0.02, -0.06, 0.43], [-0.39, 0.65, 0.11], [0.15, -0.05, -0.55], [0.20, 0.23, -0.10], [0.01, 0.02, 0.29], [0.28, -0.17, 0.04], [1.03, 0.50, 0.24], [-0.23, 0.00, -0.18], [-1.78, -3.74, 0.83], [-0.17, -0.23, -0.19], [-0.33, -0.01, 0.07], [-0.68, -0.31, 0.28], [-1.19, -0.22, -0.40], [0.10, 0.10, -0.02], [1.32, -0.17, 1.04], [0.02, -0.20, -0.13], [-0.26, -0.29, 0.03], [0.54, -0.07, 0.17], [-0.05, -0.08, -0.30], [-0.07, 0.11, -0.05], [0.14, -0.60, 0.43]],
  "fmax_ev_per_a": 4.22,
  "de_lowest_ev": 8.2644,
  "multiplicity": 1,
  "total_charge": 0,
  "energy_ha": -1982.26858,
  "homo_energy_ha": -0.2092
}



Entry 3:
{
  "formula": "C27H26AsCaF6NO2P2",
  "method": "ωB97M-V/def2-TZVPD",
  "species": ["C", "F", "C", "C", "H", "H", "H", "C", "H", "H", "C", "P", "H", "H", "C", "H", "C", "C", "C", "H", "H", "H", "C", "H", "H", "C", "H", "C", "H", "C", "C", "O", "H", "C", "C", "H", "H", "H", "C", "F", "C", "H", "As", "H", "F", "C", "C", "H", "P", "C", "N", "C", "F", "H", "C", "C", "H", "F", "H", "C", "C", "H", "O", "F", "C", "Ca"],
  "coordinates": [[3.376040, 1.739914, -0.996298], [2.254027, 5.637765, 3.598622], [-0.665605, 0.472718, -2.336324], [0.176588, -2.357161, -0.361838], [-0.825599, -3.471266, 5.710912], [-2.197817, 0.493507, 2.532937], [-5.432606, -2.345712, -0.707809], [-3.835210, -0.922729, -0.739029], [4.021281, -2.414214, -0.742097], [-3.227108, 1.085325, 1.230668], [-5.771191, -0.801493, -2.164215], [-1.710902, 0.917118, -0.969358], [5.103748, 2.378348, 0.068223], [1.589198, -0.567640, 3.710815], [2.337176, -1.382083, 0.085168], [2.945261, -0.617589, 0.542745], [0.786874, 0.026073, -4.641344], [0.698614, -1.182147, 3.741028], [-5.277656, 0.353433, -2.759222], [-0.245786, -1.862466, -4.739323], [-1.830439, 2.027346, 1.746831], [1.358237, -0.156553, -5.542517], [-2.200387, 1.019299, 1.585718], [5.203022, 2.623246, -1.676937], [-6.724387, -1.206333, -2.482190], [-1.361688, -1.929437, 2.744691], [-3.674749, 1.775626, -2.811913], [2.944871, -2.404145, -0.630293], [2.643786, -4.183376, -1.780704], [-1.578842, -2.765211, 3.828384], [0.485929, -2.029796, 4.819083], [2.262675, 2.082270, -0.355090], [-2.083625, -1.903324, 1.937091], [-5.049878, -1.439336, -1.160312], [0.782327, -3.370744, -1.077056], [1.601210, 1.989602, -4.346111], [-0.902476, -2.353142, -0.234086], [-1.592571, -1.444575, -2.730325], [-0.223022, -1.128044, 2.699646], [4.112380, 4.934972, 2.063480], [-0.114741, -0.938301, -4.190897], [-3.275304, -1.419455, 0.040813], [2.916239, 4.222024, 2.993700], [-2.470267, -3.379572, 3.864099], [1.809390, 4.332839, 1.547829], [-4.061902, 0.872734, -2.351024], [0.197309, 1.463009, -2.820560], [-5.843871, 0.851056, -3.535575], [0.240841, -0.083665, 1.276839], [2.169014, -3.390181, -1.214771], [-1.357996, 0.262515, 0.574999], [4.545502, 2.691391, -0.815357], [3.473272, 2.587409, 2.349628], [0.178877, -4.152253, -1.526111], [0.955671, -1.346090, 0.205242], [-3.329667, 0.227725, -1.347827], [1.206906, -2.070391, 5.625586], [3.875254, 3.932968, 4.340176], [4.206817, 3.713781, -0.664984], [0.930027, 1.229430, -3.969325], [-0.861937, -0.714617, -3.054920], [0.273791, 2.414289, -2.313090], [3.508684, 0.726816, -1.660806], [1.572939, 3.222617, 3.629069], [-0.653997, -2.816333, 4.865293], [1.637449, 2.242207, 1.490319]],
  "forces_ev_per_angstrom": [[0.03, 0.12, -0.22], [-0.24, 0.35, 0.12], [0.07, 0.40, -0.05], [-0.07, 0.03, 0.02], [0.01, 0.04, -0.05], [0.02, -0.13, 0.03], [0.00, 0.05, -0.01], [0.00, 0.04, -0.03], [-0.05, 0.01, 0.01], [0.00, -0.03, -0.04], [0.02, -0.02, 0.02], [-0.08, -1.39, 0.36], [0.03, 0.05, 0.03], [0.09, 0.06, 0.05], [-0.09, 0.02, -0.06], [0.11, 0.13, -0.06], [-0.06, -0.02, 0.02], [-0.11, 0.05, -0.03], [-0.04, -0.02, 0.01], [0.03, 0.04, 0.00], [0.14, 0.16, -0.02], [0.00, -0.01, 0.04], [-0.06, -0.42, -0.21], [0.03, 0.00, 0.00], [0.06, 0.01, 0.01], [0.01, -0.07, 0.05], [-0.02, -0.05, -0.01], [0.04, -0.07, -0.01], [-0.04, 0.04, 0.04], [-0.02, 0.01, -0.04], [0.04, -0.03, 0.04], [1.21, -0.74, -2.38], [0.01, 0.00, 0.00], [-0.02, 0.01, -0.01], [-0.03, -0.06, -0.05], [0.00, -0.04, 0.04], [0.07, 0.00, -0.03], [0.04, 0.00, 0.04], [-0.14, 0.17, -0.02], [0.42, 0.30, -0.24], [0.05, -0.03, -0.07], [0.04, -0.01, 0.01], [0.09, 0.14, 0.50], [0.04, 0.02, 0.00], [0.48, 1.07, 0.35], [0.10, 0.00, 0.03], [0.00, -0.13, 0.18], [0.02, -0.01, 0.02], [-0.68, -1.60, -0.21], [0.03, -0.02, -0.03], [-0.08, 1.18, -0.09], [-0.27, -0.03, -0.02], [1.11, 0.72, 0.53], [0.06, 0.05, 0.04], [-0.20, 0.00, -0.11], [-0.12, 0.37, 0.02], [-0.02, 0.02, -0.04], [0.17, -0.07, 0.39], [0.03, 0.04, 0.03], [0.06, -0.01, -0.12], [0.00, 0.02, 0.11], [0.14, -0.02, 0.10], [-0.43, 0.23, 0.21], [0.16, 0.21, 0.14], [-0.02, -0.03, 0.01], [-2.16, -1.10, 0.63]],
  "fmax_ev_per_a": 2.77,
  "multiplicity": 2,
  "total_charge": 1,
  "energy_ha": -5444.96861,
  "homo_energy_ha": [-0.4247, -0.4247],
  "s2": 0.76
}